{
  "formula": "C20H55CdN5O5",
  "method": "wB97M-V/def2-TZVPD",
  "fmax_ev_per_a": 2.2,
  "charge": 2,
  "homo_ev": -14.7,
  "relative_energy_kcal_mol": 0.0,
  "gap_ev": 10.38,
  "elements": ["Cd", "C", "C", "C", "O", "C", "N", "H", "H", "H", "H", "H", "H", "H", "H", "H", "H", "H", "C", "C", "C", "O", "C", "N", "H", "H", "H", "H", "H", "H", "H", "H", "H", "H", "H", "C", "C", "C", "O", "C", "N", "H", "H", "H", "H", "H", "H", "H", "H", "H", "H", "H", "C", "C", "C", "O", "C", "N", "H", "H", "H", "H", "H", "H", "H", "H", "H", "H", "H", "C", "C", "C", "O", "C", "N", "H", "H", "H", "H", "H", "H", "H", "H", "H", "H", "H"],
  "xyz": [[15.5814, -13.2013, 11.9166], [13.8515, -8.8799, 12.8847], [14.5070, -9.8757, 11.9378], [15.6683, -9.2040, 11.2871], [16.3300, -10.1033, 10.4189], [17.2997, -9.4566, 9.5796], [14.9942, -11.0767, 12.7376], [13.5696, -7.9356, 12.4219], [14.5319, -8.6521, 13.7104], [12.9410, -9.3007, 13.3232], [13.7985, -10.2600, 11.2068], [16.3919, -8.8828, 12.0587], [15.3341, -8.3121, 10.7467], [16.8134, -8.7072, 8.9495], [17.7338, -10.2497, 8.9807], [18.0565, -8.9328, 10.1735], [14.3037, -11.1038, 13.4866], [15.8645, -10.7367, 13.1650], [18.0455, -14.5150, 15.8496], [17.3223, -14.8093, 14.5425], [16.4181, -15.9971, 14.7385], [15.6104, -16.2298, 13.6157], [15.0071, -17.5223, 13.6469], [16.5623, -13.6416, 14.0013], [19.0991, -14.3118, 15.6435], [18.0288, -15.3476, 16.5498], [17.6592, -13.6150, 16.3317], [18.0637, -15.0973, 13.7875], [15.7823, -15.7672, 15.6190], [16.9721, -16.8977, 15.0131], [15.7434, -18.3205, 13.7400], [14.4849, -17.6697, 12.6967], [14.2394, -17.5672, 14.4246], [17.1824, -12.8288, 14.1571], [15.8944, -13.4193, 14.7574], [19.8546, -11.8444, 10.6867], [18.7925, -12.0874, 11.7247], [18.7190, -10.8973, 12.6271], [17.7931, -11.0785, 13.6855], [17.8971, -10.0675, 14.6789], [17.4475, -12.3711, 11.0733], [20.8441, -11.6396, 11.1110], [19.6325, -11.0031, 10.0241], [20.0473, -12.7267, 10.0689], [19.0370, -12.9771, 12.3169], [18.4520, -10.0172, 12.0152], [19.7156, -10.7248, 13.0471], [17.4263, -9.1344, 14.3391], [18.9414, -9.8290, 14.8903], [17.3742, -10.4230, 15.5606], [17.6412, -12.7439, 10.1351], [17.1041, -11.4179, 10.8542], [11.5156, -15.0408, 12.0833], [12.8655, -14.5037, 11.6339], [12.6921, -13.2532, 10.7772], [13.9620, -12.8589, 10.2431], [13.8377, -12.1045, 9.0450], [13.7123, -14.1085, 12.8044], [11.6295, -15.9080, 12.7345], [10.9120, -15.4235, 11.2522], [10.9105, -14.2485, 12.5273], [13.4283, -15.1880, 11.0003], [12.2719, -12.4278, 11.3735], [11.9673, -13.4427, 9.9811], [14.8468, -11.9177, 8.6768], [13.3023, -11.1659, 9.1831], [13.3554, -12.7001, 8.2626], [13.1233, -13.5821, 13.4477], [13.9794, -14.9527, 13.3197], [17.8631, -17.0385, 10.9619], [17.5491, -15.5818, 10.6401], [17.9051, -15.3775, 9.1855], [17.6678, -14.0347, 8.7780], [17.8409, -13.8361, 7.3951], [16.1004, -15.2434, 10.9300], [17.5539, -17.6837, 10.1264], [17.3231, -17.4253, 11.8258], [18.9323, -17.2229, 11.0574], [18.2291, -14.9966, 11.2656], [17.3574, -16.0679, 8.5252], [18.9682, -15.6203, 9.0408], [17.2545, -12.9785, 7.0724], [17.5071, -14.7030, 6.8146], [18.8940, -13.6585, 7.1499], [15.8592, -15.8480, 11.7213], [15.6314, -15.5934, 10.0946]],
  "forces_ev_per_a": [[0.56, 0.02, 0.07], [-0.33, -0.09, 0.32], [-0.10, -0.53, 0.72], [0.58, 0.15, -0.20], [-0.21, 0.98, -0.68], [-0.51, 0.22, 0.16], [-0.45, 1.68, -0.16], [0.04, -0.05, -0.19], [0.01, 0.04, -0.05], [0.07, 0.02, -0.05], [0.00, 0.16, -0.17], [-0.20, 0.14, -0.04], [0.03, -0.07, -0.04], [0.00, -0.17, -0.09], [0.18, 0.13, -0.16], [0.05, -0.18, -0.01], [0.26, -0.44, 0.17], [-0.19, -0.47, 0.14], [0.69, 0.40, -0.11], [0.27, -0.46, -0.71], [-0.63, 0.36, 1.12], [-0.07, -0.49, -0.40], [-0.63, 0.07, -0.40], [0.53, 0.35, 2.05], [-0.04, 0.03, 0.09], [-0.16, -0.01, 0.05], [-0.19, -0.17, 0.14], [-0.09, 0.20, -0.09], [-0.05, -0.17, -0.20], [0.26, 0.06, -0.15], [0.05, 0.04, 0.25], [0.13, 0.10, 0.00], [0.26, -0.17, 0.19], [0.01, -0.32, -0.69], [-0.24, -0.34, -0.46], [1.09, -0.19, -0.56], [-0.93, -1.17, -0.16], [0.13, 0.50, 0.06], [0.16, 0.02, -0.07], [-0.06, 0.49, -0.20], [1.73, 1.32, -0.38], [-0.25, 0.11, 0.28], [-0.15, -0.11, 0.10], [-0.40, 0.04, -0.05], [0.18, 0.12, 0.04], [0.03, -0.04, 0.31], [-0.04, 0.06, -0.01], [-0.01, -0.10, 0.01], [-0.02, -0.20, 0.21], [0.09, 0.00, 0.16], [-0.09, -0.41, 0.41], [-0.15, -0.65, 0.20], [-0.22, -0.48, -0.74], [-0.30, 0.97, 0.20], [-0.23, 0.13, 0.11], [-0.86, -0.14, -0.12], [0.52, -0.28, -0.71], [-0.86, -0.92, -0.07], [0.01, 0.27, 0.33], [0.24, 0.17, -0.12], [0.13, -0.11, 0.36], [0.00, -0.37, 0.29], [0.09, -0.06, 0.03], [0.21, -0.10, -0.15], [-0.02, 0.22, 0.23], [-0.04, 0.02, 0.12], [-0.23, 0.04, 0.21], [0.04, 0.10, -0.12], [0.15, 0.22, -0.15], [-0.26, -0.78, -0.69], [0.00, -0.33, 0.39], [0.35, 0.51, -0.38], [-0.40, -0.33, 0.32], [0.34, -0.07, -0.69], [1.35, -0.96, -0.63], [-0.09, 0.10, 0.11], [0.22, 0.23, 0.23], [0.01, 0.14, 0.27], [-0.40, 0.46, -0.02], [-0.19, 0.09, 0.21], [-0.07, -0.01, 0.11], [-0.01, 0.09, 0.15], [-0.05, 0.02, 0.11], [-0.05, -0.02, 0.03], [-0.16, 0.14, -0.26], [-0.44, 0.19, 0.28]],
  "mulliken_charge": [7.306, -1.507, 0.591, -0.841, -0.378, -0.955, -0.873, 0.441, 0.353, 0.447, -0.285, 0.136, 0.628, 0.399, 0.212, 0.341, 0.307, -0.257, -1.369, 0.917, -1.486, 0.179, -1.034, -1.118, 0.358, 0.427, 0.298, -0.082, 0.387, 0.471, 0.381, 0.289, 0.271, -0.119, 0.497, -1.692, 0.659, -0.972, -0.532, -0.874, -0.187, 0.494, 0.293, 0.309, 0.067, 0.127, 0.768, 0.259, 0.342, 0.300, -0.053, 0.079, -1.519, 0.488, -1.237, -0.455, -1.056, -0.981, 0.413, 0.419, 0.374, -0.069, 0.354, 0.573, 0.143, 0.390, 0.396, 0.304, -0.023, -1.582, 1.018, -1.466, -0.197, -0.995, -0.593, 0.433, 0.288, 0.447, -0.588, 0.563, 0.446, 0.259, 0.375, 0.317, -0.237, 0.278]
}